1.
C4H6O5 in the gas phase in a non-equilibrium geometry. Source: the OMol25 dataset; level of theory: wB97M-V/def2-TZVPD.

```
! RIJCOSX wB97M-V def2-TZVPD def2/J DEFGRID3
* xyz 0 1
C 1.7470 -1.3280 -0.2000
C 0.7448 -0.5175 0.1422
C -2.0169 0.9171 0.3969
C -1.4763 -0.1442 -0.5580
O 3.0709 -0.9158 0.0446
O 0.9079 0.8537 0.5077
O 3.0362 0.4756 -0.2480
O 2.2485 1.2158 0.6343
O -0.5320 -0.9600 0.1101
H 1.7366 -2.3638 -0.3382
H -2.6825 0.4916 1.2179
H -0.9871 1.3342 0.7612
H -2.5501 1.5425 -0.2743
H -1.0246 0.2850 -1.4281
H -2.2226 -0.8862 -0.7683
*
```

Output
* gap between HOMO and LUMO: 10.043 eV
* SMILES: CCOc1coooo1
* highest occupied orbital energy: -9.10 eV
* energy above the lowest of the compared OMol25 structures with the same formula, charge and spin: 10.831 eV

These are the Löwdin partial charges, in e, on atoms 1 to 2: atom 1 (C): -0.007, atom 2 (C): -0.281


2.
2 unconnected molecules or ions with the total composition C2H7N2S in a non-equilibrium geometry. Source: the OMol25 dataset; level of theory: wB97M-V/def2-TZVPD.

```
! RIJCOSX wB97M-V def2-TZVPD def2/J DEFGRID3
* xyz -1 1
C 0.3538 -0.9463 -2.0978
S 0.1151 -1.7331 -0.4100
H -0.2351 -0.0047 -2.2950
H 0.1900 -1.5642 -2.9512
H 1.5382 -0.9184 -2.3349
N -0.9635 1.4384 0.1823
C -0.4095 1.3703 1.4693
N 0.7184 1.8301 1.7958
H -0.6624 2.1396 -0.4583
H -0.9667 0.4811 -0.1616
H -0.8881 0.9741 2.3282
H 1.2313 1.1984 2.3567
*
```

Output
* gap between HOMO and LUMO: 6.718 eV
* highest occupied orbital energy: -2.50 eV
* energy above the lowest of the compared OMol25 structures with the same formula, charge and spin: 2.122 eV

These are the Löwdin partial charges, in e, on atoms 1 to 2: atom 1 (C): -0.718, atom 2 (S): -0.007